Model A:
23
Properties=species:S:1:pos:R:3:mulliken_charge:R:1 method="wB97M-V/def2-TZVPD" e_lumo_ev=1.010 charge=0
C -1.502 -1.160 -0.360 -1.33
C -0.458 -0.168 -0.824 1.14
C 0.585 -0.622 -1.557 -0.47
C 1.581 0.186 -2.018 -0.13
C 1.441 1.603 -1.854 -0.75
C 0.369 1.961 -1.019 -0.31
C -0.577 1.122 -0.441 -0.42
H -1.131 -2.038 0.296 0.22
H -2.292 -1.452 -1.146 0.33
H -2.219 -0.658 0.315 0.31
H 0.486 -1.729 -1.835 0.24
H 2.491 -0.393 -2.516 0.23
H 2.287 2.196 -2.096 0.39
H 0.441 3.033 -0.776 0.27
H -1.199 1.335 0.480 0.25
C -0.006 -1.611 3.020 -0.89
C -0.866 -0.370 3.122 -0.51
H 0.255 -2.043 2.085 0.29
H 1.018 -1.460 3.524 0.28
H -0.402 -2.431 3.668 0.25
H -0.625 0.474 2.441 0.08
H -0.597 0.125 4.203 0.26
H -1.903 -0.605 2.936 0.25


Model B:
23
Properties=species:S:1:pos:R:3:mulliken_charge:R:1 method="wB97M-V/def2-TZVPD" e_lumo_ev=1.011 charge=0
C -0.189 3.028 -0.509 -1.36
C -0.698 1.606 -0.634 0.80
C -2.025 1.258 -0.798 -0.46
C -2.407 -0.091 -0.881 -0.43
C -1.457 -1.078 -0.899 -0.68
C -0.104 -0.744 -0.823 -0.45
C 0.257 0.581 -0.672 -0.35
H 0.395 3.285 -1.390 0.31
H 0.474 3.082 0.352 0.33
H -0.995 3.736 -0.342 0.37
H -2.769 2.049 -0.747 0.31
H -3.481 -0.201 -0.760 0.32
H -1.717 -2.113 -1.072 0.36
H 0.681 -1.481 -0.793 0.54
H 1.315 0.824 -0.580 0.33
C 1.947 -2.332 1.751 -0.52
C 3.198 -1.666 2.323 -0.92
H 1.843 -2.208 0.681 0.00
H 2.000 -3.404 1.949 0.34
H 1.053 -1.988 2.260 0.30
H 4.073 -2.112 1.865 0.28
H 3.204 -0.589 2.137 0.28
H 3.288 -1.790 3.399 0.30


model B comes first in stability; the runner-up is 0.0590 hartree higher.